Version A
Molecular formula: C3H10N3O2
Method: DFT, ωB97M-V with the def2-TZVPD basis set

## Properties
Multiplicity: 1
Frontier orbital gap: 8.7 eV
Molecular weight: 120.13 g mol⁻¹
HOMO: -4.39 eV
Net charge: -1
E_LUMO: 4.32 eV

Bonds (Å) are listed after each position.
CARTESIAN COORDINATES (ANGSTROEM)
1 O -0.118 -0.978 1.325  C7 1.248
2 O 1.587 -0.982 -0.121  C7 1.258
3 N -0.915 1.749 1.058  C6 1.467, H16 1.030, H17 1.007
4 N -0.233 0.054 -2.131  C8 1.471, H14 1.031, H18 1.017
5 N 1.364 -2.702 1.360  C7 1.417, H10 1.002, H12 1.005
6 C -0.297 1.695 -0.271  N3 1.467, C8 1.541, H9 1.089, H13 1.097
7 C 0.911 -1.472 0.820  O1 1.248, O2 1.258, N5 1.417
8 C -1.109 0.748 -1.174  N4 1.471, C6 1.541, H11 1.091, H15 1.096
9 H 0.748 1.386 -0.291  C6 1.089
10 H 1.241 -2.773 2.352  N5 1.002
11 H -1.907 1.296 -1.678  C8 1.091
12 H 2.277 -2.961 1.030  N5 1.005
13 H -0.408 2.691 -0.715  C6 1.097
14 H 0.464 -0.481 -1.592  N4 1.031
15 H -1.567 0.034 -0.479  C8 1.096
16 H -0.722 0.848 1.520  N3 1.030
17 H -0.539 2.497 1.619  N3 1.007
18 H -0.775 -0.648 -2.631  N4 1.017

=====

Version B
Molecular formula: C3H10N3O2
Method: DFT, ωB97M-V with the def2-TZVPD basis set

## Properties
Multiplicity: 1
Frontier orbital gap: 7.7 eV
Molecular weight: 120.13 g mol⁻¹
HOMO: -3.75 eV
Net charge: -1
E_LUMO: 3.98 eV

Bonds (Å) are listed after each position.
CARTESIAN COORDINATES (ANGSTROEM)
1 O 1.393 1.446 4.023  C8 1.234
2 O 0.199 -0.155 0.085  C7 1.360
3 N -0.253 0.682 2.628  C8 1.365, H9 1.001, H12 1.030
4 N -1.250 -1.201 -3.146  C6 1.472, H16 1.011, H17 1.015
5 N 1.771 1.270 1.771  C8 1.363, H10 1.044, H11 0.999
6 C -1.162 -0.480 -1.866  N4 1.472, C7 1.530, H14 1.095, H15 1.090
7 C 0.092 -0.858 -1.075  O2 1.360, C6 1.530, H13 1.112, H18 1.117
8 C 0.995 1.170 2.887  O1 1.234, N3 1.365, N5 1.363
9 H -0.776 0.397 3.432  N3 1.001
10 H 1.413 0.770 0.927  N5 1.044
11 H 2.746 1.407 1.940  N5 0.999
12 H -0.388 0.239 1.708  N3 1.030
13 H 0.059 -1.959 -0.922  C7 1.112
14 H -2.039 -0.742 -1.264  C6 1.095
15 H -1.157 0.605 -1.982  C6 1.090
16 H -0.491 -0.924 -3.753  N4 1.011
17 H -2.112 -0.979 -3.635  N4 1.015
18 H 0.960 -0.689 -1.757  C7 1.117

=====

In terms of stability, version A leads; the second structure lies 11.9 kcal/mol higher.

=====

Version A
Molecular formula: C4H8NO2
Method: DFT, ωB97M-V with the def2-TZVPD basis set

## Properties
Multiplicity: 1
Frontier orbital gap: 6.0 eV
Molecular weight: 102.11 g mol⁻¹
HOMO: -2.34 eV
Net charge: -1
E_LUMO: 3.67 eV

Bonds (Å) are listed after each position.
CARTESIAN COORDINATES (ANGSTROEM)
1 O -0.432 0.004 -2.783  C6 1.200
2 O -0.003 -0.865 2.996  C7 1.315
3 N 0.081 0.192 -0.509  C4 1.494, C5 1.428, C6 1.430
4 C 0.135 1.676 -0.672  N3 1.494, H9 1.123, H10 1.111, H12 1.078
5 C 0.554 -0.434 0.684  N3 1.428, C7 1.511, H13 1.234, H14 1.145
6 C 0.016 -0.469 -1.775  O1 1.200, N3 1.430, H8 1.041
7 C -0.384 -0.314 1.864  O2 1.315, C5 1.511, H11 1.098, H15 1.181
8 H -0.028 -1.471 -1.497  C6 1.041
9 H -0.165 2.229 0.259  C4 1.123
10 H 1.147 1.993 -1.000  C4 1.111
11 H -0.528 0.746 2.109  C7 1.098
12 H -0.569 1.918 -1.451  C4 1.078
13 H 1.755 -0.242 0.891  C5 1.234
14 H 0.748 -1.532 0.423  C5 1.145
15 H -1.372 -0.859 1.516  C7 1.181

=====

Version B
Molecular formula: C4H8NO2
Method: DFT, ωB97M-V with the def2-TZVPD basis set

## Properties
Multiplicity: 1
Frontier orbital gap: 8.0 eV
Molecular weight: 102.11 g mol⁻¹
HOMO: -3.85 eV
Net charge: -1
E_LUMO: 4.11 eV

Bonds (Å) are listed after each position.
CARTESIAN COORDINATES (ANGSTROEM)
1 O 0.048 -0.461 1.353  C5 1.254
2 O -1.555 -0.610 -0.164  C5 1.268
3 N -1.853 -1.768 1.794  C5 1.439, H14 1.009, H15 1.042
4 C 1.504 1.087 -0.874  C6 1.499, C7 1.342, H10 1.084
5 C -1.039 -0.936 0.947  O1 1.254, O2 1.268, N3 1.439
6 C 2.497 1.224 -1.989  C4 1.499, H8 1.111, H12 1.107, H13 1.099
7 C 0.253 1.567 -0.947  C4 1.342, H9 1.116, H11 1.156
8 H 2.661 0.262 -2.520  C6 1.111
9 H 0.011 2.294 -1.759  C7 1.116
10 H 1.830 0.563 0.017  C4 1.084
11 H -0.504 1.190 -0.158  C7 1.156
12 H 2.182 1.979 -2.736  C6 1.107
13 H 3.454 1.564 -1.572  C6 1.099
14 H -2.539 -2.303 1.282  N3 1.009
15 H -1.351 -2.268 2.558  N3 1.042

=====

In terms of stability, version B leads; the second structure lies 52.9 kcal/mol higher.